Entry 1:
Here is the molecule C4H5F2NS in a non-equilibrium geometry from the Open Molecules 2025 dataset. Energies are from wB97M-V/def2-TZVPD.

XYZ file:
```
13
C4H5F2NS (wB97M-V/def2-TZVPD)
C -1.8710 -0.8273 -1.4924
C -2.6134 -0.5546 -0.4494
C -1.0376 1.4893 0.1510
C 0.7143 -0.1608 0.3358
N -0.1011 0.6994 -0.4872
F -3.7376 -1.1980 -0.0532
F -1.6690 2.3011 -0.7622
S -2.3494 0.5154 1.0286
H -1.4522 -1.5483 -2.1338
H -0.6332 2.1431 0.8070
H 1.7687 0.3955 0.2384
H 0.1763 -0.1402 1.3728
H 0.7203 -1.1156 -0.0385
```

**2S+1**: 1
**Net charge**: 0
**Relative energy (zero: lowest compared OMol25 entry of this formula, charge and spin)**: 557.56 kJ/mol
**LUMO level**: -1.81 eV
**HOMO energy**: -8.76 eV
**Strongest force on any atom**: 4.91 eV Å⁻¹
**Electronic energy**: -21982.94807 eV
**Kohn-Sham gap**: 6.9 eV

Entry 2:
Here is a cluster of 2 separate species, C4H5FIO3 in total from the Open Molecules 2025 dataset. Energies are from wB97M-V/def2-TZVPD.

XYZ file:
```
14
C4H5FIO3 (wB97M-V/def2-TZVPD)
C -1.6299 -1.5830 -3.2973
I -1.1781 -2.4801 -1.3174
H -2.2201 -0.7064 -2.9965
H -0.6531 -1.1444 -3.5432
C -0.1447 0.3645 1.7585
C 0.0623 0.6832 0.2963
O 1.4094 1.1578 0.2724
C 2.0587 0.6724 1.3558
O 3.2327 0.7201 1.5239
O 1.1876 0.0781 2.2036
F -0.7552 1.6823 -0.1228
H -0.5250 1.2339 2.2988
H -0.7927 -0.4922 1.9181
H -0.0518 -0.1861 -0.3503
```

**2S+1**: 1
**Net charge**: -1
**LUMO level**: 3.08 eV
**HOMO energy**: -2.60 eV
**Strongest force on any atom**: 0.44 eV Å⁻¹
**Electronic energy**: -21189.31308 eV
**Kohn-Sham gap**: 5.7 eV